# C3H9N

An isolated molecule of C3H9N (ωB97M-V with the def2-TZVPD basis set, OMol25).

ΔE to the lowest compared entry with this formula, charge and spin, kcal per mole: 40.12
SMILES: CN(C)C
Strongest force on any atom, eV Å⁻¹: 4.4
HOMO-LUMO gap, eV: 9.8714
Charge: 0
Molecular weight, u: 59.11

```
13
Properties=species:S:1:pos:R:3:forces:R:3
C 0.8982 -1.0744 0.0433 4.3 0.4 -0.4
N 0.3720 0.2356 -0.2780 -4.3 -0.1 0.8
C -0.9366 -0.0367 -0.9411 -0.1 -0.1 0.0
C 0.0338 1.1258 0.9141 0.5 1.7 -2.1
H 0.6140 -1.8721 -0.6452 -0.3 0.3 0.0
H 0.9150 -1.4897 1.0636 -0.6 0.6 0.0
H 1.9999 -0.8299 -0.2217 -1.1 -1.4 0.8
H -1.3165 0.9059 -1.3197 -0.4 0.2 0.2
H -0.7549 -0.6311 -1.8516 -0.2 -0.1 0.5
H -1.7112 -0.5465 -0.2539 1.0 0.6 -1.0
H -0.9345 1.7730 0.7100 2.1 -1.3 0.1
H 0.9490 1.7844 0.9106 -1.2 -0.2 0.8
H -0.1283 0.6557 1.8695 0.1 -0.6 0.3
```
Forces are in eV/Å.

Results of the Löwdin charge analysis, in e, for atoms 1 through 6: atom 1 (C): -0.160, atom 2 (N): -0.309, atom 3 (C): -0.159, atom 4 (C): -0.102, atom 5 (H): 0.067, atom 6 (H): 0.075

# C3H9N

A cluster of 2 separate species, C3H9N in total (ωB97M-V with the def2-TZVPD basis set, OMol25).

ΔE to the lowest compared entry with this formula, charge and spin, kcal per mole: 24.42
SMILES: C=CN.C
Strongest force on any atom, eV Å⁻¹: 1.7
HOMO-LUMO gap, eV: 9.3754
Charge: 0
Molecular weight, u: 59.11

```
13
Properties=species:S:1:pos:R:3:forces:R:3
C -0.1035 -5.5372 3.5569 -0.4 0.1 -0.5
H 0.1398 -4.9203 2.6932 0.4 0.0 0.1
H -1.1133 -5.8798 3.3430 -0.2 -0.1 0.4
H -0.0726 -4.9464 4.4669 0.0 0.0 0.0
H 0.5404 -6.4054 3.6340 0.2 0.0 0.0
C 0.0719 3.7471 -1.0775 -0.6 -0.8 1.4
C 0.4062 3.7394 -2.3670 0.5 0.7 1.1
N -0.2237 3.0882 -3.3855 -0.1 -0.1 -0.6
H -0.6355 3.0774 -0.5851 -0.4 -0.2 -0.9
H 0.4930 4.2827 -0.2350 0.8 0.6 -0.8
H 1.2466 4.3648 -2.6550 -0.1 -0.1 -0.3
H -1.0744 2.5857 -3.2118 0.1 -0.2 0.1
H 0.3251 2.8037 -4.1770 -0.2 0.0 0.0
```
Forces are in eV/Å.

Results of the Löwdin charge analysis, in e, for atoms 1 through 6: atom 1 (C): -0.051, atom 2 (H): 0.014, atom 3 (H): 0.012, atom 4 (H): 0.014, atom 5 (H): 0.012, atom 6 (C): -0.049

# C3H9N

An isolated molecule of C3H9N (ωB97M-V with the def2-TZVPD basis set, OMol25).

ΔE to the lowest compared entry with this formula, charge and spin, kcal per mole: 12.69
SMILES: CCNC
Strongest force on any atom, eV Å⁻¹: 0.7
HOMO-LUMO gap, eV: 9.9278
Charge: 0
Molecular weight, u: 59.11

```
13
Properties=species:S:1:pos:R:3:forces:R:3
C -0.6009 1.6376 -0.7100 0.4 0.0 0.0
C -0.2785 0.1450 -0.5435 -0.3 0.5 0.3
N 0.4663 -0.1378 0.6661 0.5 -0.1 -0.3
C 0.7316 -1.5490 0.8190 -0.2 -0.4 -0.5
H -0.3404 1.9512 -1.7204 0.0 0.1 0.0
H 0.0158 2.1982 -0.0067 0.0 0.2 -0.1
H -1.6399 1.9194 -0.5571 -0.1 -0.2 0.2
H 0.3849 -0.1404 -1.3582 -0.3 -0.4 -0.2
H -1.2164 -0.4325 -0.5489 0.2 -0.2 -0.4
H 0.0609 0.2541 1.4906 -0.4 0.2 0.3
H 1.1889 -1.7456 1.7831 0.1 -0.1 0.0
H -0.1463 -2.2050 0.6840 -0.2 0.2 0.4
H 1.3739 -1.8950 0.0019 0.4 0.2 0.2
```
Forces are in eV/Å.

Results of the Löwdin charge analysis, in e, for atoms 1 through 6: atom 1 (C): -0.093, atom 2 (C): -0.311, atom 3 (N): -0.157, atom 4 (C): -0.159, atom 5 (H): 0.063, atom 6 (H): 0.067

# C3H9N

A cluster of 2 separate species, C3H9N in total (ωB97M-V with the def2-TZVPD basis set, OMol25).

ΔE to the lowest compared entry with this formula, charge and spin, kcal per mole: 19.99
SMILES: C=CC.N
Strongest force on any atom, eV Å⁻¹: 0.9
HOMO-LUMO gap, eV: 10.5254
Charge: 0
Molecular weight, u: 59.11

```
13
Properties=species:S:1:pos:R:3:forces:R:3
C -0.1928 -1.9969 -1.0304 0.1 -0.3 -0.2
C -0.0510 -1.3604 0.3151 -0.3 -0.9 -0.1
C 0.3722 -0.1248 0.4321 0.5 0.6 0.0
H -0.0983 3.1545 -0.5555 0.1 0.1 0.0
H -0.9359 2.4476 0.6123 -0.4 -0.3 0.2
H 0.1684 3.5505 0.9936 0.1 0.4 0.2
H -0.0750 -1.2282 -1.8017 0.0 -0.2 0.0
H 0.5784 -2.7704 -1.1798 -0.3 0.2 0.0
H -1.1680 -2.4789 -1.1570 0.1 0.1 0.0
H -0.2810 -1.9762 1.1888 0.0 0.2 -0.2
H 0.6569 0.4182 -0.4843 -0.2 0.0 0.8
H 0.4950 0.3427 1.4072 0.1 0.1 -0.4
N -0.0158 2.7762 0.3823 0.1 0.2 -0.4
```
Forces are in eV/Å.

Results of the Löwdin charge analysis, in e, for atoms 1 through 6: atom 1 (C): -0.131, atom 2 (C): -0.261, atom 3 (C): -0.064, atom 4 (H): 0.018, atom 5 (H): 0.010, atom 6 (H): 0.006

# C3H9N2O

The ion C3H9N2O with charge +1 (ωB97M-V with the def2-TZVPD basis set, OMol25).

ΔE to the lowest compared entry with this formula, charge and spin, kcal per mole: 173.70
SMILES: C[N+](C)(N)C=O
Strongest force on any atom, eV Å⁻¹: 11.9
HOMO-LUMO gap (alpha / beta), eV: 9.6547 / 9.6462
Charge: +1
Molecular weight, u: 89.12

```
15
Properties=species:S:1:pos:R:3:forces:R:3
C -1.2045 0.5652 0.4666 -10.7 -5.2 -0.9
C 1.2157 0.5407 0.6969 2.3 2.3 1.0
C 0.0438 -1.4624 -0.0788 -2.1 -2.0 1.0
N -0.1592 0.5586 -1.3164 2.4 0.9 2.5
N 0.0252 0.0004 -0.0213 0.3 0.0 0.7
O -2.5997 -0.1184 0.3417 10.0 4.0 0.9
H -1.2983 1.5660 0.7592 0.6 1.4 0.5
H 1.0983 0.4831 1.8204 -0.4 -0.3 -1.3
H 2.3330 0.1640 0.4983 -3.0 0.3 -0.4
H 1.1600 1.6415 0.4439 0.5 -1.1 0.5
H -1.0252 -1.7630 -0.0837 0.4 0.2 -1.0
H 0.5831 -1.6724 -0.9815 0.4 -0.8 0.0
H 0.2946 -2.0221 0.8674 0.8 1.3 -0.9
H 0.1878 1.4637 -1.4733 0.5 1.1 -0.2
H -0.6545 0.0550 -1.9395 -2.1 -2.0 -2.3
```
Forces are in eV/Å.

Results of the Löwdin charge analysis, in e, for atoms 1 through 6: atom 1 (C): 0.053, atom 2 (C): 0.024, atom 3 (C): 0.031, atom 4 (N): 0.207, atom 5 (N): -0.390, atom 6 (O): -0.089

# C3H9N2O

A cluster of 2 separate species, C3H9N2O in total (ωB97M-V with the def2-TZVPD basis set, OMol25).

ΔE to the lowest compared entry with this formula, charge and spin, kcal per mole: 96.11
Strongest force on any atom, eV Å⁻¹: 2.0
HOMO-LUMO gap, eV: 9.1111
Charge: +1
Molecular weight, u: 89.12

```
15
Properties=species:S:1:pos:R:3:forces:R:3
C -0.3943 1.0570 -2.0178 0.3 0.6 -0.5
C 1.0099 -0.6152 2.2363 0.8 -0.2 1.4
C -0.4092 -0.8443 -0.5065 -0.1 0.0 -0.1
N -1.0240 0.1193 -1.1253 -0.5 -0.2 0.4
N 0.3271 0.0322 1.1831 -1.1 1.1 -1.2
O 0.0290 1.1884 1.2252 0.5 -1.2 0.4
H 0.6001 0.7071 -2.2903 -0.1 0.0 0.0
H -0.9930 1.1653 -2.9204 0.0 -0.1 0.0
H -0.3138 2.0332 -1.5413 0.0 0.0 0.0
H 0.4346 -1.4989 2.5271 -0.1 0.1 -0.1
H 1.1890 0.0391 3.0926 0.0 0.0 -0.1
H 1.9548 -1.0015 1.8412 0.0 0.1 -0.1
H -0.9929 -1.5756 0.0344 0.0 0.0 0.0
H 0.5668 -1.1492 -0.8591 0.0 0.0 -0.1
H -1.9840 0.3431 -0.8793 0.2 -0.3 0.0
```
Forces are in eV/Å.

Results of the Löwdin charge analysis, in e, for atoms 1 through 6: atom 1 (C): -0.037, atom 2 (C): -0.011, atom 3 (C): 0.022, atom 4 (N): -0.057, atom 5 (N): -0.135, atom 6 (O): 0.139

# C3H9N2O

A structure of composition C3H9N2O (ωB97M-V with the def2-TZVPD basis set, OMol25).

ΔE to the lowest compared entry with this formula, charge and spin, kcal per mole: 98.29
Strongest force on any atom, eV Å⁻¹: 7.6
HOMO-LUMO gap, eV: 8.7422
Charge: +1
Molecular weight, u: 89.12

```
15
Properties=species:S:1:pos:R:3:forces:R:3
C -0.0902 -0.2497 0.0430 7.2 2.1 1.2
C 2.6708 -0.3549 -0.0634 -4.5 -1.4 2.3
C -1.1873 0.7057 0.1304 -1.9 1.0 -0.6
N 1.5731 0.5868 -0.0208 -5.9 -1.7 -0.6
N -2.4000 -0.1925 -0.0413 0.7 0.3 -0.6
O -0.1435 -1.4320 0.0185 -0.4 0.3 -0.4
H 2.1255 -1.3480 -0.0769 1.0 0.7 -0.6
H 3.0977 -0.1200 -0.9502 2.6 0.0 -2.2
H 3.0835 -0.3661 0.9050 1.9 0.1 0.6
H -1.2516 1.2632 -0.8087 0.6 0.4 0.3
H -1.2467 1.4317 0.9537 0.2 -0.7 0.0
H 1.6102 1.5051 0.4010 0.0 -0.3 0.3
H -2.1328 -0.5250 -0.9537 -1.1 -0.4 -1.1
H -3.3411 0.1467 0.0190 -0.5 0.8 -0.2
H -2.3676 -1.0509 0.4445 0.4 -1.3 1.7
```
Forces are in eV/Å.

Results of the Löwdin charge analysis, in e, for atoms 1 through 6: atom 1 (C): -0.276, atom 2 (C): -0.115, atom 3 (C): -0.044, atom 4 (N): -0.027, atom 5 (N): 0.215, atom 6 (O): 0.142